This record from the Open Molecules 2025 dataset describes a structure of composition C15H21N5O7PSYb. The level of theory is the ωB97M-V functional and the def2-TZVPD basis.

Output
calculated total energy: -89334.7078 eV
spin multiplicity: 2

Each line ends with the natural charge from an NBO analysis.
Element x y z (Å)
Yb: -0.6388 0.6116 0.0624  1.747
N: -0.9819 0.0295 2.5182  -0.666
N: -2.2036 0.6398 2.8664  -0.528
C: -2.6917 1.6855 2.0421  0.886
O: -3.4499 2.4852 2.5496  -0.658
O: -2.2712 1.6287 0.8147  -0.845
H: -1.0372 -0.9677 2.6811  0.387
H: -0.2118 0.4060 3.0608  0.368
H: -2.3869 0.8067 3.8439  0.376
O: 1.4761 0.4820 0.6539  -0.650
N: 2.2072 -0.5667 0.4586  0.147
N: 1.5086 -1.6012 0.2849  0.190
O: 0.2124 -1.5941 0.3034  -0.601
C: 2.1895 -2.8724 0.0783  0.168
C: 3.5742 -2.9547 0.0796  -0.239
C: 4.1642 -4.1916 -0.1190  -0.202
C: 3.3828 -5.3251 -0.3170  -0.206
C: 2.0010 -5.2158 -0.3185  -0.200
C: 1.3933 -3.9823 -0.1210  -0.235
H: 4.1715 -2.0667 0.2321  0.242
H: 5.2447 -4.2691 -0.1210  0.218
H: 3.8531 -6.2885 -0.4726  0.217
H: 1.3848 -6.0921 -0.4787  0.219
H: 0.3196 -3.8661 -0.1283  0.254
S: -0.8132 -0.0917 -2.5654  -0.343
C: -2.1885 -0.9605 -1.9316  0.117
C: -3.0853 -1.6960 -2.7232  -0.276
C: -4.1277 -2.3618 -2.1203  -0.145
C: -4.2901 -2.2972 -0.7352  -0.285
C: -3.3850 -1.5500 -0.0231  0.067
N: -2.3637 -0.9047 -0.6010  -0.572
H: -2.9317 -1.7227 -3.7939  0.229
H: -4.8250 -2.9337 -2.7220  0.216
H: -5.1016 -2.8027 -0.2303  0.220
H: -3.4739 -1.4348 1.0514  0.202
C: 2.4119 5.4142 -0.4401  -0.259
O: 1.1638 4.7032 -0.4279  -0.828
P: 1.2210 3.0789 -0.3443  1.656
O: -0.1106 2.6918 -1.2349  -0.830
C: -0.2591 3.1410 -2.5962  -0.248
O: 0.3049 2.8031 1.0108  -0.818
C: 0.7775 3.2669 2.2771  -0.261
H: 2.1782 6.4510 -0.6594  0.203
H: 3.0842 5.0266 -1.2074  0.187
H: 2.9114 5.3616 0.5281  0.179
H: -1.3184 3.1071 -2.8155  0.220
H: 0.2698 2.4731 -3.2699  0.199
H: 0.1116 4.1592 -2.6752  0.191
H: -0.0434 3.1464 2.9796  0.207
H: 1.0297 4.3234 2.2126  0.195
H: 1.6435 2.6872 2.6033  0.189

Atomic forces in eV per Å
-0.10 -1.03 -0.61
-0.30 0.29 -0.17
-0.19 -0.07 0.12
0.11 0.06 -0.38
-0.08 0.01 -0.11
-0.99 0.54 1.12
0.08 -0.09 -0.11
0.13 -0.03 0.01
0.13 -0.02 0.07
0.50 0.18 0.06
0.10 -0.08 0.03
0.25 -0.68 -0.03
0.01 0.30 -0.03
-0.26 0.36 0.04
0.06 0.09 0.03
0.02 -0.02 -0.01
0.00 0.03 0.01
-0.02 0.00 0.00
-0.05 -0.15 -0.04
-0.03 -0.04 -0.01
-0.05 0.00 0.00
-0.02 0.05 0.01
0.03 0.04 0.01
0.03 -0.01 0.00
-0.17 -0.13 -0.02
0.06 -0.15 0.02
0.04 0.00 -0.08
-0.01 -0.01 -0.06
-0.05 -0.05 -0.05
0.11 0.17 0.02
-0.05 -0.08 0.10
-0.03 -0.02 0.04
0.03 0.02 0.01
0.02 0.01 -0.03
0.03 0.02 0.00
-0.03 -0.03 -0.09
-0.02 0.06 0.12
0.22 0.79 -0.03
0.27 -0.07 0.33
0.13 -0.15 0.10
0.19 0.04 -0.27
0.04 -0.24 -0.08
-0.03 0.03 -0.02
-0.03 -0.02 0.02
-0.05 -0.03 0.02
-0.08 -0.02 -0.02
0.05 0.00 -0.06
0.00 0.06 -0.02
-0.03 0.01 0.02
0.01 0.06 0.02
0.02 0.00 -0.01